{
  "formula": "C51H44Cl2KN6O8PS2",
  "method": "wB97M-V/def2-TZVPD",
  "total_energy_ev": -151256.376,
  "largest_force_ha_per_bohr": 0.0100,
  "e_lumo_ev": 3.6,
  "charge": -2,
  "relative_energy_kj_mol": 23.18,
  "orbital_gap_ev": 6.748,
  "elements": ["K", "O", "S", "O", "O", "C", "C", "C", "C", "C", "C", "P", "C", "C", "C", "C", "C", "C", "C", "C", "C", "C", "C", "C", "H", "H", "H", "H", "H", "H", "H", "H", "H", "H", "H", "H", "H", "H", "O", "C", "O", "C", "C", "C", "C", "C", "C", "C", "C", "C", "N", "H", "H", "H", "H", "H", "H", "Cl", "C", "Cl", "H", "H", "C", "C", "N", "C", "C", "N", "H", "H", "H", "H", "H", "H", "C", "C", "C", "C", "C", "C", "C", "S", "O", "O", "O", "H", "H", "H", "H", "H", "H", "H", "C", "C", "N", "C", "C", "C", "C", "C", "C", "C", "C", "N", "C", "N", "H", "H", "H", "H", "H", "H", "H", "H", "H"],
  "coordinates": [[-0.639, -1.307, 0.601], [2.737, 0.953, 2.906], [2.072, -0.164, 2.252], [1.316, -1.028, 3.143], [1.337, 0.210, 1.053], [3.451, -1.189, 1.665], [4.452, -1.364, 2.627], [5.582, -2.109, 2.367], [5.745, -2.697, 1.116], [4.759, -2.529, 0.165], [3.593, -1.789, 0.412], [2.356, -1.707, -0.982], [3.510, -1.193, -2.321], [4.100, -1.993, -3.294], [4.940, -1.440, -4.254], [5.212, -0.081, -4.252], [4.636, 0.728, -3.280], [3.790, 0.177, -2.331], [2.108, -3.492, -1.310], [1.536, -3.852, -2.533], [1.173, -5.163, -2.790], [1.337, -6.135, -1.811], [1.855, -5.780, -0.577], [2.239, -4.468, -0.327], [4.322, -0.883, 3.588], [6.339, -2.227, 3.134], [6.628, -3.281, 0.887], [4.880, -2.991, -0.808], [3.904, -3.058, -3.305], [5.383, -2.083, -5.006], [5.863, 0.349, -5.004], [4.831, 1.795, -3.271], [3.331, 0.810, -1.577], [1.324, -3.091, -3.275], [0.720, -5.411, -3.742], [1.028, -7.156, -2.000], [1.944, -6.517, 0.212], [2.622, -4.210, 0.652], [-3.711, -3.632, 3.087], [-3.057, -2.779, 2.463], [-1.825, -2.705, 2.272], [-3.915, -1.628, 1.862], [-5.335, -1.775, 1.930], [-6.138, -0.807, 1.425], [-5.547, 0.336, 0.824], [-6.296, 1.386, 0.246], [-5.669, 2.445, -0.351], [-4.260, 2.492, -0.396], [-3.514, 1.492, 0.165], [-4.141, 0.392, 0.795], [-3.345, -0.582, 1.325], [-5.699, -2.680, 2.392], [-7.220, -0.890, 1.456], [-7.380, 1.324, 0.279], [-6.254, 3.241, -0.798], [-3.761, 3.315, -0.895], [-2.432, 1.510, 0.122], [2.979, 2.882, 0.356], [4.253, 3.822, -0.359], [3.656, 5.219, -1.352], [4.834, 3.216, -1.045], [4.880, 4.266, 0.404], [1.097, 2.639, -3.125], [-0.299, 2.136, -3.250], [-0.836, 1.187, -2.532], [-2.140, 1.067, -2.959], [-2.388, 1.961, -3.957], [-1.198, 2.643, -4.143], [1.591, 2.079, -2.335], [1.126, 3.696, -2.849], [1.661, 2.504, -4.052], [-2.802, 0.328, -2.532], [-3.271, 2.167, -4.537], [-1.029, 3.399, -4.779], [-2.044, -4.751, -7.652], [-2.154, -4.271, -6.229], [-2.049, -5.163, -5.165], [-2.174, -4.730, -3.852], [-2.404, -3.390, -3.580], [-2.515, -2.490, -4.629], [-2.387, -2.931, -5.939], [-2.475, -2.811, -1.884], [-3.385, -1.673, -1.915], [-2.928, -3.944, -1.108], [-1.085, -2.423, -1.626], [-1.289, -5.534, -7.750], [-1.770, -3.936, -8.323], [-2.990, -5.166, -8.010], [-1.865, -6.215, -5.361], [-2.096, -5.424, -3.024], [-2.692, -1.444, -4.411], [-2.467, -2.216, -6.753], [-1.876, 4.709, 1.556], [-1.374, 3.707, 0.744], [-0.603, 2.719, 1.189], [-0.303, 2.693, 2.482], [-0.755, 3.654, 3.397], [-1.550, 4.683, 2.902], [-0.350, 3.696, 4.811], [-0.073, 2.755, 5.720], [-0.132, 1.283, 5.692], [0.501, 0.584, 6.717], [0.376, -0.793, 6.700], [-0.287, -1.442, 5.755], [-0.823, -0.688, 4.794], [-0.804, 0.644, 4.738], [-2.507, 5.485, 1.143], [-1.601, 3.698, -0.318], [0.346, 1.893, 2.812], [-1.915, 5.454, 3.572], [-0.248, 4.713, 5.184], [0.256, 3.135, 6.684], [1.058, 1.095, 7.491], [0.828, -1.397, 7.483], [-1.299, -1.204, 3.970]],
  "atomic_forces_ev_per_a": [[-0.19, 0.22, 0.03], [-0.05, -0.01, 0.11], [0.25, -0.25, -0.16], [0.26, 0.03, -0.18], [0.32, 0.40, 0.01], [0.03, -0.01, 0.12], [0.01, 0.02, 0.03], [0.02, -0.01, 0.00], [-0.05, 0.03, 0.00], [0.00, -0.01, 0.00], [0.07, -0.02, -0.14], [-0.12, -0.04, 0.27], [0.10, 0.16, 0.09], [-0.02, -0.02, 0.03], [0.00, -0.04, 0.00], [0.00, 0.03, 0.00], [-0.01, -0.01, 0.02], [0.01, -0.02, -0.02], [-0.06, 0.05, -0.09], [-0.04, 0.00, 0.01], [0.03, 0.00, -0.01], [-0.01, 0.01, -0.01], [0.00, 0.01, 0.00], [0.06, -0.07, 0.05], [-0.02, 0.00, 0.00], [0.00, 0.00, -0.01], [0.00, 0.00, 0.00], [0.02, -0.01, 0.01], [-0.02, -0.01, -0.01], [0.01, 0.01, -0.01], [0.00, -0.01, 0.00], [0.01, 0.00, -0.02], [0.00, -0.01, 0.00], [0.02, 0.01, 0.01], [0.01, -0.01, 0.01], [0.00, 0.00, 0.00], [0.00, -0.01, -0.01], [0.01, 0.02, -0.02], [0.00, 0.03, 0.00], [0.02, 0.02, 0.08], [-0.25, -0.08, 0.27], [-0.18, -0.09, 0.02], [0.10, 0.00, 0.00], [0.02, 0.04, -0.03], [-0.06, -0.03, 0.01], [-0.01, -0.06, 0.05], [0.01, 0.01, 0.00], [-0.04, -0.05, 0.01], [-0.06, -0.02, -0.05], [0.15, 0.06, -0.08], [0.00, -0.17, 0.01], [-0.04, 0.01, 0.00], [0.00, -0.01, 0.00], [0.00, 0.03, -0.02], [0.01, 0.00, -0.01], [-0.07, 0.00, -0.01], [-0.08, -0.11, 0.00], [-0.08, -0.03, -0.01], [0.02, 0.40, -0.32], [0.03, -0.20, 0.14], [-0.01, -0.10, 0.07], [-0.02, -0.09, 0.08], [0.04, 0.00, 0.03], [0.02, 0.06, 0.03], [0.01, 0.00, 0.09], [-0.05, -0.04, -0.10], [0.04, -0.01, 0.01], [-0.03, 0.01, 0.05], [-0.05, -0.02, 0.01], [-0.01, 0.00, -0.03], [0.00, 0.01, 0.00], [0.03, -0.01, 0.01], [0.01, 0.02, -0.01], [-0.02, -0.01, -0.03], [0.02, -0.01, -0.06], [0.00, 0.00, 0.05], [0.00, -0.02, 0.03], [-0.02, -0.03, -0.03], [-0.03, 0.02, -0.02], [0.04, -0.01, -0.02], [-0.01, 0.03, -0.03], [0.11, 0.03, -0.06], [-0.04, -0.07, -0.02], [-0.04, -0.03, -0.09], [-0.19, -0.17, -0.26], [0.00, 0.00, 0.01], [0.00, 0.01, 0.01], [-0.01, 0.00, 0.02], [0.00, 0.01, -0.03], [-0.01, 0.02, 0.02], [0.00, 0.00, 0.02], [0.00, -0.01, 0.00], [-0.01, 0.04, 0.01], [0.07, 0.13, 0.04], [0.08, 0.10, 0.01], [-0.05, 0.04, 0.09], [0.05, -0.11, -0.03], [0.02, -0.05, -0.05], [-0.04, 0.01, 0.06], [0.04, 0.05, 0.01], [0.02, 0.04, 0.01], [-0.03, -0.08, -0.07], [0.01, 0.07, 0.03], [-0.05, -0.02, 0.03], [0.09, 0.09, -0.04], [-0.02, 0.04, -0.03], [0.00, 0.01, 0.01], [0.05, -0.05, 0.02], [-0.01, 0.02, -0.03], [0.02, 0.01, 0.01], [-0.03, 0.01, -0.02], [0.00, 0.00, 0.00], [0.01, 0.01, 0.00], [-0.01, -0.02, -0.01], [-0.12, -0.13, 0.01]]
}



{
  "formula": "C51H44LaN7O7S2",
  "method": "wB97M-V/def2-TZVPD",
  "total_energy_ev": -100902.573,
  "largest_force_ha_per_bohr": 0.0492,
  "e_lumo_ev": 3.7,
  "charge": -2,
  "relative_energy_kj_mol": 0.00,
  "orbital_gap_ev": 6.947,
  "elements": ["La", "O", "C", "C", "C", "C", "C", "C", "C", "C", "C", "O", "C", "C", "C", "C", "C", "C", "C", "C", "C", "C", "C", "C", "N", "C", "C", "C", "C", "C", "C", "C", "C", "C", "C", "C", "C", "H", "H", "H", "H", "H", "H", "H", "H", "H", "H", "H", "H", "H", "H", "H", "H", "H", "H", "H", "H", "H", "H", "H", "H", "H", "H", "H", "C", "C", "C", "C", "C", "C", "C", "S", "O", "O", "N", "C", "C", "O", "O", "H", "H", "H", "H", "H", "H", "H", "H", "H", "O", "C", "S", "C", "N", "C", "C", "C", "N", "H", "H", "H", "H", "H", "H", "H", "H", "N", "C", "C", "C", "N", "C", "N"],
  "coordinates": [[-0.569, 0.474, -0.206], [1.686, 0.573, -0.261], [2.483, 0.451, -1.355], [2.042, -0.820, -2.168], [1.939, -2.010, -1.263], [2.902, -3.016, -1.321], [2.813, -4.086, -0.452], [1.767, -4.119, 0.448], [0.839, -3.080, 0.453], [-0.303, -3.104, 1.426], [-0.331, -1.909, 2.432], [-0.833, -0.789, 1.820], [-1.271, -2.247, 3.605], [-1.033, -1.736, 4.878], [-1.918, -1.965, 5.919], [-3.072, -2.703, 5.707], [-3.329, -3.205, 4.441], [-2.436, -2.982, 3.406], [1.077, -1.690, 2.992], [1.646, -0.429, 2.995], [2.903, -0.220, 3.546], [3.612, -1.275, 4.090], [3.050, -2.546, 4.093], [1.792, -2.746, 3.555], [0.925, -2.052, -0.390], [2.376, 1.697, -2.234], [2.122, 2.909, -1.601], [2.000, 4.080, -2.328], [2.127, 4.059, -3.708], [2.375, 2.857, -4.349], [2.500, 1.687, -3.618], [3.942, 0.208, -0.941], [5.028, 0.477, -1.764], [6.316, 0.164, -1.361], [6.539, -0.423, -0.125], [5.461, -0.688, 0.704], [4.176, -0.375, 0.298], [1.068, -0.605, -2.618], [2.764, -1.039, -2.960], [3.716, -2.932, -2.026], [3.555, -4.876, -0.469], [1.661, -4.931, 1.153], [-1.234, -3.071, 0.855], [-0.280, -4.055, 1.972], [-0.146, -1.144, 5.057], [-1.708, -1.552, 6.897], [-3.768, -2.879, 6.518], [-4.234, -3.766, 4.253], [-2.669, -3.365, 2.425], [1.100, 0.403, 2.570], [3.324, 0.774, 3.539], [4.594, -1.112, 4.514], [3.591, -3.379, 4.521], [1.351, -3.733, 3.587], [2.003, 2.913, -0.526], [1.785, 5.004, -1.814], [2.012, 4.969, -4.280], [2.458, 2.825, -5.429], [2.668, 0.757, -4.144], [4.873, 0.951, -2.724], [7.151, 0.393, -2.013], [7.547, -0.664, 0.190], [5.614, -1.138, 1.676], [3.331, -0.563, 0.942], [-3.419, -1.243, -8.479], [-3.058, -1.000, -7.041], [-3.916, -0.315, -6.193], [-3.588, -0.104, -4.861], [-2.384, -0.578, -4.376], [-1.507, -1.257, -5.210], [-1.848, -1.468, -6.532], [-1.920, -0.261, -2.685], [-3.145, 0.084, -1.992], [-1.264, -1.464, -2.171], [-0.826, 0.861, -2.672], [-1.361, 2.191, -2.974], [-2.237, 2.796, -1.852], [-3.072, 3.635, -2.153], [-1.985, 2.361, -0.677], [-4.331, -0.713, -8.749], [-3.581, -2.307, -8.668], [-2.622, -0.910, -9.146], [-4.855, 0.060, -6.576], [-4.252, 0.419, -4.193], [-0.570, -1.613, -4.811], [-1.168, -2.003, -7.184], [-1.943, 2.189, -3.906], [-0.511, 2.867, -3.125], [-3.320, -1.668, 0.585], [-2.883, -0.633, 0.795], [-6.010, 0.787, 1.170], [-4.798, 1.456, 2.118], [-3.928, 2.364, 1.677], [-2.966, 2.936, 2.587], [-2.357, 1.833, 3.443], [-3.483, 1.167, 4.219], [-4.702, 1.104, 3.424], [-3.735, 2.413, 0.676], [-3.486, 3.655, 3.236], [-2.229, 3.477, 1.999], [-1.613, 2.230, 4.132], [-1.848, 1.114, 2.809], [-3.704, 1.734, 5.131], [-3.200, 0.150, 4.512], [-5.364, 0.381, 3.667], [0.100, 2.415, 1.359], [0.419, 3.263, 2.086], [0.788, 4.245, 2.987], [0.916, 5.575, 2.584], [1.032, 6.681, 2.270], [1.032, 3.892, 4.315], [1.235, 3.602, 5.415]],
  "atomic_forces_ev_per_a": [[0.65, -0.37, 1.73], [0.54, 0.38, 0.04], [0.23, -0.36, -0.27], [0.00, 0.00, -0.03], [0.13, -0.10, -0.07], [-0.11, 0.09, 0.02], [0.03, -0.01, 0.01], [-0.02, 0.04, -0.02], [0.02, -0.09, 0.13], [-0.05, -0.14, 0.05], [-0.10, -0.08, -0.01], [0.56, 0.03, 0.03], [0.01, -0.08, 0.04], [0.03, 0.02, 0.00], [-0.04, 0.03, 0.07], [-0.05, 0.00, 0.12], [-0.05, -0.02, -0.01], [0.02, 0.04, -0.01], [0.01, -0.04, 0.00], [-0.08, 0.13, -0.02], [0.01, 0.03, 0.00], [0.06, -0.05, 0.03], [0.06, 0.02, 0.03], [-0.03, 0.02, -0.04], [0.02, 0.04, -0.11], [0.04, 0.05, -0.08], [0.04, -0.02, 0.11], [-0.01, 0.03, -0.03], [-0.01, 0.07, -0.05], [0.01, 0.04, -0.13], [-0.01, -0.09, 0.03], [0.01, 0.06, 0.08], [-0.07, 0.00, -0.08], [0.14, 0.01, -0.03], [0.11, -0.03, 0.02], [0.09, -0.02, 0.05], [-0.07, 0.04, -0.01], [0.11, -0.02, 0.01], [-0.08, 0.00, 0.00], [0.06, 0.01, -0.06], [0.00, -0.01, 0.00], [-0.01, -0.06, 0.06], [0.01, 0.01, 0.08], [0.01, 0.09, -0.08], [0.05, 0.02, 0.02], [0.01, 0.02, 0.05], [-0.01, 0.01, 0.01], [-0.07, -0.05, -0.01], [-0.02, -0.05, -0.08], [0.01, -0.07, 0.00], [0.05, 0.10, 0.01], [0.05, 0.01, 0.03], [0.05, -0.06, 0.03], [-0.05, -0.10, 0.00], [-0.01, -0.01, 0.03], [-0.02, 0.13, 0.06], [0.00, 0.06, -0.04], [-0.01, 0.00, -0.02], [0.01, -0.05, -0.02], [-0.03, 0.03, -0.06], [0.03, 0.00, -0.02], [0.01, 0.00, 0.01], [0.02, -0.03, 0.07], [-0.08, -0.03, 0.05], [0.01, -0.03, -0.06], [0.00, 0.00, -0.01], [0.00, -0.01, -0.01], [0.05, -0.03, -0.01], [0.05, -0.03, 0.12], [-0.02, 0.04, 0.00], [0.01, -0.01, 0.01], [-0.27, -0.32, -0.99], [-0.08, -0.01, -0.24], [-0.01, 0.13, -0.04], [-0.50, -0.12, -0.62], [-0.04, 0.16, -0.18], [-0.09, -0.02, -0.49], [-0.11, 0.27, -0.07], [0.04, 0.17, 0.43], [-0.04, 0.02, -0.02], [0.00, 0.00, -0.01], [0.00, 0.00, -0.01], [-0.08, 0.03, -0.03], [-0.12, 0.09, 0.12], [0.13, -0.06, 0.06], [0.03, -0.02, -0.02], [0.04, 0.12, 0.09], [-0.07, -0.10, 0.01], [0.51, 1.34, 0.57], [-1.75, -1.71, -0.65], [-0.25, -0.12, -0.23], [-0.15, 0.00, -0.06], [0.05, -0.15, -0.38], [0.14, 0.19, 0.23], [-0.04, 0.14, 0.04], [0.22, 0.05, 0.27], [-0.23, -0.23, 0.01], [-0.14, 0.09, 0.20], [0.10, 0.04, -0.03], [0.03, -0.07, 0.02], [0.01, 0.06, 0.08], [-0.01, -0.15, -0.08], [0.10, -0.04, 0.00], [0.02, 0.09, 0.00], [0.07, 0.15, -0.08], [0.26, 0.76, 0.72], [-0.28, -0.87, -0.72], [-0.05, -0.05, -0.06], [0.06, 0.58, -0.19], [0.02, 0.17, -0.05], [0.14, -0.19, 0.63], [0.01, -0.03, 0.12]]
}